[1]
Formula: C24H40ClF4N4O16
Source: the OMol25 dataset
Level of theory: ωB97M-V/def2-TZVPD

Computed properties:
HOMO-LUMO gap in eV: 9.1
Highest occupied orbital energy in eV: -6.9
Total charge: -1

The geometry in XYZ format:
```
89
Properties=species:S:1:pos:R:3:forces:R:3
Cl -19.897295 -7.490402 -3.429138 -0.5 -0.4 0.0
C -17.592463 -11.347487 -4.026515 1.0 0.9 -1.2
C -18.109536 -10.555014 -2.889618 1.6 0.6 1.9
O -17.055261 -9.649877 -2.527569 1.6 -2.0 -1.5
C -15.830951 -10.212161 -3.110562 -0.3 2.3 1.3
O -14.737501 -9.826716 -2.780112 -1.7 -0.8 -0.6
O -16.142796 -11.053828 -4.078341 -1.0 -0.8 0.4
F -18.306538 -11.358510 -1.785211 -0.4 -0.1 -0.1
H -18.051319 -10.998605 -4.925776 0.0 0.6 -0.8
H -17.789925 -12.389077 -4.052423 0.2 -1.0 0.7
H -18.943913 -9.928880 -3.070417 -1.2 0.2 -0.2
C -21.928977 -9.887213 -1.140621 -0.4 -1.1 0.2
C -22.587872 -10.868880 -2.133941 -0.6 0.6 0.3
O -23.173819 -10.019490 -3.074021 0.0 -0.2 0.2
C -23.262639 -8.758133 -2.544838 0.0 -1.1 -0.4
O -23.840803 -7.887467 -3.084141 -0.6 1.0 -0.6
O -22.658136 -8.702866 -1.390808 0.4 0.7 1.2
F -23.613660 -11.629578 -1.525182 0.8 0.7 -0.2
H -20.856057 -9.675852 -1.295575 -0.5 -0.4 0.0
H -22.161893 -10.274620 -0.135527 0.4 0.5 -0.2
H -21.960820 -11.552117 -2.637461 0.8 -0.7 -0.3
C -18.056026 -6.136205 -1.271910 -1.6 -1.1 0.3
C -18.998110 -6.252945 -0.054344 0.2 -0.6 1.4
O -18.749055 -5.037385 0.646062 -0.5 -0.1 -0.2
C -17.745291 -4.336512 0.043566 0.5 1.1 0.9
O -17.302814 -3.277111 0.398691 -0.8 -0.8 0.1
O -17.287562 -4.998414 -0.989304 0.7 0.1 -1.1
F -18.653089 -7.331463 0.844038 0.1 1.3 -1.3
H -18.646728 -6.100202 -2.224154 0.7 0.3 0.8
H -17.430847 -7.011199 -1.253643 0.4 -0.4 -0.3
H -20.083564 -6.399045 -0.179908 0.7 0.1 -0.4
C -21.865821 -6.141515 -6.261023 -0.1 -0.2 -0.5
C -23.288140 -6.486664 -5.882076 -0.1 1.7 1.3
O -23.602254 -7.569462 -6.591540 0.0 -1.6 -2.4
C -22.793860 -7.598859 -7.762126 -0.4 -0.5 0.8
O -23.001081 -8.321933 -8.685959 0.0 0.5 0.5
O -21.760925 -6.777276 -7.592410 -0.2 0.7 0.6
F -24.120910 -5.420549 -6.307971 0.3 -0.2 0.1
H -21.085702 -6.576620 -5.635889 -0.2 0.0 0.2
H -21.779187 -5.052861 -6.300438 0.1 -0.3 -0.5
H -23.531568 -6.646918 -4.829863 0.3 0.0 -0.2
C -24.220823 -5.053414 -1.652104 0.8 0.5 -0.1
C -23.147613 -5.320150 -0.557521 0.0 0.1 -1.3
O -23.436956 -5.772109 0.532815 0.1 0.2 -0.1
N -21.843874 -5.025350 -0.909552 -0.2 0.5 0.6
C -21.413420 -4.339165 -2.127327 -1.0 -1.0 -0.1
H -24.041276 -5.536533 -2.635131 -0.1 -0.2 1.0
H -24.237859 -3.988353 -1.933961 0.1 -0.1 0.4
H -25.176841 -5.289490 -1.202592 -0.1 -0.3 -0.2
H -21.233127 -4.841089 -0.126348 -0.3 -0.3 0.2
H -20.462976 -3.860144 -1.907867 0.0 0.1 -0.3
H -22.187863 -3.626138 -2.419537 0.4 0.3 -0.1
H -21.321227 -5.101848 -2.921027 0.3 0.5 0.1
C -17.609957 -1.250360 -6.783821 -0.5 0.8 -0.9
C -18.672521 -2.184855 -6.258087 0.7 -0.1 -0.2
O -19.769223 -1.759839 -5.968934 -0.8 0.0 0.2
N -18.306011 -3.480060 -6.136060 -0.2 -0.4 1.0
C -19.161455 -4.381179 -5.302248 0.5 1.2 -1.4
H -16.618614 -1.436457 -6.400249 0.3 -0.3 0.0
H -17.935219 -0.273558 -6.391719 0.3 -0.2 -0.6
H -17.601703 -1.260227 -7.916414 0.0 0.1 1.3
H -17.311080 -3.640734 -6.258795 -0.5 -0.5 0.2
H -18.693235 -5.317842 -5.130506 0.5 -0.7 0.3
H -20.056766 -4.541883 -5.843976 -0.5 -0.3 -0.7
H -19.546912 -3.909675 -4.419765 0.5 0.4 0.8
C -21.950497 -13.781538 -5.294881 -0.7 -0.1 0.8
C -21.365321 -12.396469 -5.023412 -1.2 0.2 -1.1
O -20.441165 -12.229013 -4.262057 1.1 0.1 0.9
N -21.968518 -11.383590 -5.692255 -2.2 -0.7 -1.2
C -21.611277 -9.953769 -5.728646 0.0 -1.0 0.3
H -22.064910 -14.040992 -6.327591 0.2 0.2 -0.8
H -22.969796 -13.915590 -4.872951 0.6 0.4 0.0
H -21.324588 -14.527367 -4.832231 0.3 -0.1 0.2
H -22.754683 -11.686884 -6.354638 1.7 0.8 1.5
H -21.518441 -9.772175 -6.769877 0.2 0.7 -1.0
H -20.650104 -9.813540 -5.265208 0.3 0.0 0.3
H -22.325357 -9.253038 -5.284946 0.0 -0.6 0.1
C -15.694330 -6.673158 -4.670016 0.2 1.4 1.1
C -16.575943 -7.044070 -5.791856 -1.1 -3.1 2.2
O -16.412700 -6.590290 -6.876088 -0.2 1.0 -2.5
N -17.518139 -8.055409 -5.483145 1.1 1.1 0.3
C -18.572818 -8.325051 -6.406594 -0.6 -1.2 -0.8
H -16.297321 -6.107623 -3.931525 0.3 -0.4 -0.1
H -14.981190 -5.959914 -5.086117 0.2 -0.2 0.2
H -15.180986 -7.488161 -4.164078 -0.1 -0.1 -0.1
H -17.766328 -8.231800 -4.486458 0.4 0.7 -1.1
H -19.515159 -8.017422 -5.973764 -0.3 0.2 0.0
H -18.682872 -9.421571 -6.614034 0.2 0.7 0.1
H -18.430498 -7.840556 -7.380556 0.2 0.0 0.4
```
Positions in Å, forces in eV/Å.

---

[2]
Formula: C24H40F3IO5S
Source: the OMol25 dataset
Level of theory: ωB97M-V/def2-TZVPD

Computed properties:
SMILES: CCSC[C@@]1(CCCCCCCCCOC)OC(=O)O[C@]1(I)CCC(F)=C(F)F.C1CCOC1
HOMO-LUMO gap in eV: 9.3
Highest occupied orbital energy in eV: -9.0

The geometry in XYZ format:
```
74
Properties=species:S:1:pos:R:3:forces:R:3
C 6.043669 -0.920673 1.395800 -0.3 0.2 0.1
C 5.226071 -1.775287 0.436116 0.6 0.0 -0.2
S 3.619577 -1.097149 -0.042150 -0.2 -0.1 0.1
C 4.136650 0.131451 -1.280976 0.1 -0.1 0.5
C 3.532643 1.540841 -1.235184 0.1 0.8 -0.7
C 4.050623 2.486256 -0.150877 0.2 -0.6 0.5
C 3.954869 2.128081 1.337126 -0.1 0.5 0.4
C 2.616908 2.439652 2.042096 0.3 -0.2 0.0
C 1.779321 1.207820 2.397168 -0.1 0.3 0.6
C 0.294057 1.504826 2.575739 -0.1 -0.3 0.0
C -0.499851 0.230201 2.939707 0.2 0.2 -0.4
C -1.855924 0.099474 2.209005 -0.1 -0.4 0.8
C -2.004981 -1.198414 1.391198 0.0 0.0 -0.4
C -2.636047 -0.995603 0.017662 0.0 0.3 0.4
O -4.049137 -1.125016 0.111528 0.2 0.1 -0.3
C -4.667420 -0.379552 -0.926347 0.0 -0.1 0.1
O 4.142293 2.144095 -2.455320 0.0 0.0 0.1
C 3.381256 1.842129 -3.528751 0.1 -0.3 0.6
O 3.664032 2.060527 -4.652806 0.1 0.0 -0.6
O 2.246007 1.232650 -3.097400 -0.2 0.4 -0.1
C 2.056906 1.693100 -1.719146 0.5 -0.5 -0.8
I 0.582237 0.344172 -0.999600 0.0 0.0 0.1
C 1.566618 3.141546 -1.855306 -0.8 0.1 0.4
C 0.601208 3.686578 -0.777428 0.2 -0.4 -0.6
C -0.747326 4.107016 -1.236651 -0.2 -0.7 -0.3
F -0.791584 4.992076 -2.258344 0.3 1.1 0.8
C -1.895239 3.777621 -0.632773 0.2 0.1 0.1
F -2.237382 2.533063 -0.355917 0.4 -0.1 1.1
F -2.808426 4.605912 -0.177056 -0.8 0.2 -1.1
H 6.344569 0.020351 0.927829 0.1 -0.1 0.0
H 5.444116 -0.648953 2.266958 0.1 -0.1 0.1
H 6.943323 -1.440764 1.727074 0.0 0.0 0.0
H 5.038045 -2.763389 0.857618 -0.2 0.1 0.0
H 5.808022 -1.949357 -0.473656 -0.1 -0.1 0.0
H 5.212393 0.270436 -1.157205 0.0 0.0 0.0
H 3.984958 -0.290773 -2.272605 -0.1 0.0 0.0
H 5.115867 2.576972 -0.380769 0.0 0.1 -0.1
H 3.624025 3.482083 -0.281358 0.0 0.0 -0.2
H 4.695063 2.771081 1.823061 0.1 -0.1 -0.1
H 4.261400 1.106592 1.549428 -0.1 0.0 -0.2
H 2.054286 3.175475 1.459610 -0.1 -0.1 0.0
H 2.862582 2.938084 2.983579 -0.1 0.1 -0.1
H 1.944742 0.375782 1.711171 -0.1 0.2 -0.1
H 2.128734 0.860150 3.378280 0.1 -0.2 -0.1
H -0.133887 1.916279 1.655889 0.1 0.0 0.1
H 0.170885 2.260022 3.358370 0.0 0.1 -0.1
H -0.638695 0.180451 4.020962 0.0 0.0 0.0
H 0.135221 -0.618616 2.667228 -0.1 -0.1 0.1
H -2.050277 0.978371 1.590856 0.1 -0.1 0.0
H -2.625588 0.080471 2.984576 -0.2 0.2 -0.2
H -2.625298 -1.919216 1.929068 0.1 -0.1 0.0
H -1.030199 -1.674752 1.246579 0.0 0.1 0.0
H -2.411775 0.021886 -0.330066 0.1 -0.1 -0.1
H -2.224925 -1.702220 -0.716645 -0.2 -0.1 0.0
H -5.668921 -0.775205 -1.089664 0.0 0.1 0.1
H -4.710724 0.678806 -0.647186 -0.1 0.0 -0.1
H -4.109072 -0.460220 -1.865409 0.0 -0.1 0.0
H 1.041533 3.178687 -2.810845 0.0 -0.1 0.0
H 2.410154 3.824266 -1.940988 0.1 -0.2 -0.1
H 0.457322 3.010149 0.064856 0.1 0.0 -0.1
H 1.037977 4.600675 -0.354794 -0.1 0.0 0.1
C -6.115034 -5.748362 -0.604878 0.1 0.0 0.0
C -5.366719 -4.535045 -0.055675 -0.1 0.0 0.0
C -4.419225 -4.215564 -1.202103 0.1 -0.1 0.0
O -5.089764 -4.607763 -2.403235 0.0 0.0 0.0
C -6.238951 -5.390690 -2.080751 -0.1 0.1 0.0
H -7.080125 -5.922666 -0.131132 0.0 0.0 0.0
H -5.508200 -6.648582 -0.484102 0.0 0.0 0.0
H -6.058419 -3.704914 0.103030 0.0 0.0 0.0
H -4.845846 -4.725134 0.881360 0.0 0.0 0.0
H -3.489132 -4.790361 -1.120427 0.0 0.0 0.1
H -4.169835 -3.157796 -1.257047 0.0 0.0 0.0
H -7.135850 -4.788892 -2.266044 0.0 0.0 0.0
H -6.270379 -6.265227 -2.731913 0.0 0.0 0.0
```
Positions in Å, forces in eV/Å.

---

[3]
Formula: C24H41BCl4CoF7NO16S2
Source: the OMol25 dataset
Level of theory: ωB97M-V/def2-TZVPD

Computed properties:
Spin multiplicity: 4
⟨S²⟩: 3.755
HOMO-LUMO gap (alpha / beta) in eV: 9.7 / 8.6
Highest occupied orbital energy (alpha / beta) in eV: -9.7 / -9.7

The geometry in XYZ format:
```
97
Properties=species:S:1:pos:R:3:forces:R:3
Co -0.551273 2.817158 -1.243136 0.7 -0.3 1.1
N 1.075619 3.302013 -2.245921 1.9 -0.1 -2.0
S 2.273237 4.227110 -1.682986 0.6 2.2 2.2
O 2.542575 5.382840 -2.456674 -0.2 -0.1 -0.3
O 3.370145 3.515258 -1.126394 -0.3 -0.4 -0.1
F 1.472017 4.799813 -0.429432 -0.1 -0.4 -0.1
S 1.859322 2.623845 -3.595026 -1.1 -1.3 -1.3
O 2.787923 1.593741 -3.285576 -0.4 0.1 0.7
O 2.239772 3.547824 -4.595325 -0.3 0.6 0.3
F 0.585264 1.903582 -4.153542 0.0 0.1 0.1
B -1.816824 0.521915 -1.324031 -0.2 -0.9 -1.2
F -2.911535 0.371757 -2.146468 -0.1 -0.1 0.7
F -1.386332 -0.616601 -0.694900 -0.2 0.1 0.2
F -0.751700 0.996905 -2.198198 0.1 0.3 0.2
F -1.983947 1.612927 -0.410455 -0.4 0.0 0.2
C -2.287150 -2.740649 -3.799624 0.6 0.2 -0.3
Cl -3.937140 -3.334348 -3.808953 -0.2 0.0 0.3
Cl -1.103842 -4.029179 -4.117496 -0.2 0.0 -0.2
H -2.219053 -1.978941 -4.567351 0.1 -0.1 -0.1
H -1.976385 -2.310148 -2.861259 -0.4 0.0 0.4
C -5.683004 2.736683 -0.217869 0.1 -0.9 0.5
Cl -6.631091 3.103048 1.242074 -0.1 0.3 -0.1
Cl -5.471582 4.133175 -1.247934 0.0 0.0 -0.1
H -4.724415 2.332885 0.100202 0.1 0.4 0.0
H -6.198031 1.912437 -0.701025 -0.2 0.3 -0.4
C -0.463403 -0.516385 3.879577 -0.3 -0.8 0.6
C 0.420657 -0.569711 2.652765 -0.9 -1.5 -0.3
O 0.275804 0.629179 1.880521 -0.1 0.8 0.5
C 1.088598 0.927355 0.891343 0.1 -0.8 -0.2
O 0.829744 1.807435 0.093959 0.0 0.4 -0.1
O 2.149097 0.166956 0.858641 0.3 -0.6 0.2
C 3.102341 0.298528 -0.223358 -1.1 0.9 -0.9
H -0.101092 -1.251157 4.607134 0.5 0.3 0.0
H -1.462071 -0.933064 3.729135 -0.1 0.6 -0.5
H -0.522882 0.456841 4.360274 0.0 0.1 -0.1
H 0.030911 -1.353868 1.990720 0.2 -0.1 0.1
H 1.418625 -0.912368 2.916109 0.4 0.9 -0.2
H 2.568021 0.573060 -1.135428 -0.1 0.0 0.1
H 3.542401 -0.668620 -0.428359 0.4 0.0 0.6
H 3.735908 1.147879 0.007412 0.5 -0.4 0.0
C 3.887497 -5.831455 0.344681 0.4 -0.4 0.2
C 3.498818 -4.435519 0.768851 0.8 0.1 -0.7
O 2.300251 -4.427711 1.535880 0.0 -0.1 0.4
C 1.201631 -3.989908 0.930546 0.4 0.0 0.0
O 1.164247 -3.378162 -0.100048 -0.2 0.1 -0.2
O 0.156414 -4.334118 1.674191 -0.2 0.2 0.5
C -1.094392 -4.019846 1.101802 -1.2 0.5 -1.3
H 3.204031 -6.300946 -0.360781 0.0 0.2 -0.1
H 4.008131 -6.525917 1.179407 -0.2 0.2 0.2
H 4.890530 -5.763478 -0.085593 -0.2 0.0 -0.3
H 3.415033 -3.787357 -0.104184 -0.4 -0.1 0.0
H 4.323665 -4.007699 1.340799 -0.3 0.0 0.5
H -1.172988 -3.044078 0.611827 0.7 0.2 0.2
H -1.902567 -3.997736 1.827975 0.4 -0.6 0.4
H -1.316185 -4.709770 0.282488 -0.1 -0.2 0.3
C 1.701474 -2.131299 -2.986790 -0.2 -0.7 0.7
C 3.000786 -1.614721 -3.551217 -0.6 0.2 -0.1
O 3.924875 -2.709088 -3.401635 0.2 -0.1 0.2
C 5.173745 -2.421612 -3.056037 -0.4 0.4 -0.2
O 5.608324 -1.316697 -2.878046 0.4 0.2 0.2
O 5.840276 -3.559392 -2.940102 0.1 -1.1 0.1
C 7.179114 -3.475956 -2.444031 -0.3 1.0 0.3
H 0.841530 -1.464641 -3.050543 0.2 0.2 -0.4
H 1.804266 -2.360598 -1.922298 0.3 0.4 0.0
H 1.444926 -3.119047 -3.369273 -0.1 0.2 -0.5
H 3.286097 -0.711689 -3.017713 0.5 -0.2 0.0
H 2.981641 -1.361006 -4.613531 -0.2 -0.1 0.0
H 7.767574 -2.913378 -3.164565 0.3 -0.1 0.1
H 7.570341 -4.466165 -2.245505 -0.2 -0.2 -0.4
H 7.146431 -2.942042 -1.492176 0.2 0.1 -0.1
C 0.681844 5.772455 2.638240 -0.6 -0.2 -0.2
C 0.259648 4.328820 2.811251 0.4 -0.7 -0.3
O -1.172501 4.183224 2.640857 -0.5 0.1 0.3
C -1.685481 4.170597 1.425913 0.5 0.9 1.0
O -1.017682 3.956347 0.436518 0.1 0.0 -1.1
O -2.929011 4.561955 1.360273 -0.4 -0.4 -0.7
C -3.788376 4.654986 2.497547 -0.3 -0.2 0.9
H -0.022827 6.437022 3.139568 0.1 0.0 0.2
H 0.649890 6.010316 1.574553 0.2 0.1 0.1
H 1.678990 5.928215 3.041223 0.1 0.0 -0.1
H 0.466220 3.915446 3.796323 -0.2 0.2 0.1
H 0.748915 3.670449 2.089627 0.0 0.2 0.0
H -3.256743 4.910623 3.409434 0.2 0.2 -0.1
H -4.288945 3.703986 2.665362 0.1 -0.1 -0.2
H -4.556680 5.391797 2.291642 0.2 0.1 -0.3
F -3.449727 1.346594 3.566211 0.1 -0.1 0.2
C -4.154203 0.508885 2.779517 -0.1 -0.1 -0.8
C -5.524322 0.541584 2.826070 -0.7 0.1 1.2
C -6.304571 -0.275343 2.021437 0.6 0.4 -0.5
C -5.665710 -0.975926 1.015030 -0.2 -0.7 0.0
C -4.276778 -0.974560 0.919650 -0.7 -0.4 0.4
C -3.513373 -0.284139 1.845767 0.6 0.2 -0.8
H -6.007098 1.178959 3.558302 0.1 0.0 0.0
H -7.380010 -0.266520 2.116677 0.0 0.0 0.0
H -6.246044 -1.604825 0.349889 0.0 0.1 -0.1
H -3.824131 -1.594720 0.160630 0.3 0.2 -0.1
H -2.442039 -0.302302 1.694960 0.1 0.2 0.4
```
Positions in Å, forces in eV/Å.

---

no.,largest force on an atom (eV/Å)
1,3.95
2,1.38
3,3.18